A 2-piece molecular cluster, C4H9N3O overall at a distorted geometry, computed with ωB97M-V/def2-TZVPD.

## Properties
* HOMO level: -9.243 eV
* total energy: -397.11994 Eh
* SMILES: [H]/N=C(/N)ON.C=C=C
* molar mass: 115.1 g mol⁻¹

Cartesian coordinates (Å):
C1 0.8500 1.7125 0.3500
C2 1.6617 0.8351 -0.2139
C3 -1.4333 -0.2390 0.7987
N1 -0.8961 -0.5983 -1.6228
N2 -0.4609 -1.1762 1.0327
C4 2.5384 -0.0862 -0.4685
O1 -1.4729 0.1823 -0.5911
N3 -2.4652 -0.1487 1.5190
H1 -0.7189 -0.5364 -2.6355
H2 -1.5896 -1.3229 -1.8442
H3 0.4230 -0.9975 0.5794
H4 -0.4061 -1.4322 2.0058
H5 -3.2311 0.3502 1.0818
H6 0.3540 2.4261 -0.2937
H7 0.9664 2.0619 1.3649
H8 3.5950 0.1055 -0.5766
H9 2.2857 -1.1361 -0.4860

Atomic partial charges in e from the Löwdin method, atoms 1 to 4: atom 1 (C): -0.0106, atom 2 (C): -0.1916, atom 3 (C): -0.5348, atom 4 (N): -0.0007

=====

C11H14AlBF13O5S2 as an isolated structure at a distorted geometry, computed with ωB97M-V/def2-TZVPD.

## Properties
* HOMO level: -20.232 eV
* total energy: -3164.07357 Eh
* charge: +3
* molar mass: 575.1 g mol⁻¹

Cartesian coordinates (Å):
C1 1.7035 -3.7454 -0.7547
O1 2.9900 -3.1625 -1.0292
B1 2.8873 -1.7341 -1.2519
O2 2.2248 -1.3007 -2.4255
C2 3.5575 -0.7694 -0.0922
C3 2.4378 -0.5298 1.0407
C4 1.9799 0.9887 1.2487
C5 0.9105 1.5396 0.1894
C6 -0.2655 0.5125 -0.1773
C7 -1.5323 1.2863 -0.8324
F1 -1.9563 0.5021 -1.8937
F2 -0.9161 2.4343 -1.4462
C8 -2.5860 1.8158 0.2010
F3 -1.9776 1.6610 1.5097
F4 -2.6331 3.2453 0.0656
C9 -4.0577 1.3072 0.3053
F5 -4.3994 1.2636 1.6864
F6 -4.8932 2.3544 -0.1774
C10 -4.6208 0.0025 -0.3545
F7 -6.0053 0.0452 -0.0155
F8 -4.7084 0.0095 -1.7662
S1 -4.0577 -1.6559 0.2687
F9 -3.1132 -1.9707 -1.0540
F10 -5.3344 -2.3490 -0.5717
F11 -5.1097 -1.5582 1.5736
F12 -2.8169 -1.0544 1.1860
F13 -3.6452 -3.1748 0.8335
C11 3.2968 1.9456 1.3017
O3 3.8959 2.1649 -0.0110
S2 4.3645 0.7576 -0.7497
O4 4.2137 0.9390 -2.2461
O5 5.8623 0.6047 -0.5226
H1 0.9307 -3.0021 -0.3492
H2 1.2353 -4.1997 -1.7156
H3 1.8119 -4.5953 0.0132
H4 1.9752 -0.3565 -2.2842
H5 4.3971 -1.3992 0.3865
H6 1.5645 -1.2385 0.8544
H7 2.9078 -0.8688 2.0347
H8 1.5093 1.0926 2.2935
H9 1.4890 1.7329 -0.7850
H10 0.5502 2.5725 0.5726
H11 -0.5615 -0.1967 0.6539
H12 0.1424 -0.1465 -1.0260
H13 4.0915 1.5138 2.0103
H14 2.9822 2.9846 1.6770
Al1 -0.7211 3.7319 1.6253

Atomic partial charges in e from the Löwdin method, atoms 1 to 4: atom 1 (C): 0.0595, atom 2 (O): 0.1686, atom 3 (B): -0.4368, atom 4 (O): 0.2371

=====

C18H25N6ReS2Se as an isolated structure, computed with ωB97M-V/def2-TZVPD.

## Properties
* HOMO level (alpha / beta): -15.925 / -16.349 eV
* 2S+1: 4
* total energy: -4304.63483 Eh
* charge: +3
* molar mass: 654.7 g mol⁻¹

Cartesian coordinates (Å):
Re1 -0.4842 0.3044 -0.7830
C1 -0.1409 0.0759 3.6099
C2 0.0322 0.2787 2.1456
N1 -0.7337 -0.2505 1.2495
N2 -1.7636 -1.1039 1.5673
C3 -2.3140 -1.8267 0.5756
N3 -3.2422 -2.7105 0.8345
S1 -1.7924 -1.6050 -1.0785
C4 1.1740 1.0326 1.5761
C5 2.2020 1.5149 2.3608
C6 3.3253 2.0725 1.7575
C7 3.3904 2.1128 0.3763
C8 2.3215 1.6225 -0.3571
N4 1.2260 1.1055 0.2140
H1 -1.1947 0.0432 3.8895
H2 0.3087 0.8846 4.1781
H3 0.3334 -0.8593 3.9239
H4 -1.9791 -1.2752 2.5415
H5 -3.5676 -2.9290 1.7679
H6 -3.6661 -3.2220 0.0713
H7 2.1513 1.4473 3.4376
H8 4.1383 2.4493 2.3642
H9 4.2512 2.5161 -0.1389
H10 2.3360 1.6407 -1.4396
C9 4.7125 -2.5198 -5.7494
C10 3.6070 -1.7716 -5.0895
C11 3.1991 -2.0775 -3.7857
C12 2.1708 -1.4065 -3.1621
C13 1.7323 -1.8698 -1.8032
C14 1.5304 -0.3562 -3.8607
Se1 0.1436 0.6961 -3.1332
C15 1.9211 -0.0189 -5.1859
C16 1.2452 1.0584 -5.9923
C17 2.9433 -0.7396 -5.7618
H11 5.1070 -3.3091 -5.1140
H12 5.5300 -1.8425 -6.0064
H13 4.3655 -2.9675 -6.6828
H14 3.6927 -2.8866 -3.2609
H15 2.4823 -2.5107 -1.3421
H16 0.8121 -2.4521 -1.8697
H17 1.5777 -1.0338 -1.1064
H18 1.0279 1.9504 -5.4074
H19 0.3049 0.6914 -6.4100
H20 1.8779 1.3548 -6.8258
H21 3.2492 -0.4919 -6.7714
N5 -2.7217 4.1110 -1.8944
C18 -1.6081 3.4930 -1.5722
N6 -0.4427 3.8673 -2.0613
S2 -1.7505 2.2120 -0.3819
H22 -2.7291 4.9530 -2.4556
H23 -3.6120 3.7750 -1.5590
H24 -0.3615 4.6266 -2.7244
H25 0.4068 3.4508 -1.7244

Atomic partial charges in e from the Löwdin method, atoms 1 to 4: atom 1 (Re): 0.6606, atom 2 (C): 0.0343, atom 3 (C): -0.1962, atom 4 (N): -0.1172

=====

> total energy of number 1 (C4H9N3O)?

-397.11994 Eh

=====

> Among the records above, which one has the highest total energy?

C4H9N3O

=====

> Which value of total energy does entry 1 give?

-397.11994 Eh

=====

What did the first record say?
A 2-piece molecular cluster, C4H9N3O overall at a distorted geometry, computed with ωB97M-V/def2-TZVPD.

## Properties
* HOMO level: -9.243 eV
* total energy: -397.11994 Eh
* SMILES: [H]/N=C(/N)ON.C=C=C
* molar mass: 115.1 g mol⁻¹

Cartesian coordinates (Å):
C1 0.8500 1.7125 0.3500
C2 1.6617 0.8351 -0.2139
C3 -1.4333 -0.2390 0.7987
N1 -0.8961 -0.5983 -1.6228
N2 -0.4609 -1.1762 1.0327
C4 2.5384 -0.0862 -0.4685
O1 -1.4729 0.1823 -0.5911
N3 -2.4652 -0.1487 1.5190
H1 -0.7189 -0.5364 -2.6355
H2 -1.5896 -1.3229 -1.8442
H3 0.4230 -0.9975 0.5794
H4 -0.4061 -1.4322 2.0058
H5 -3.2311 0.3502 1.0818
H6 0.3540 2.4261 -0.2937
H7 0.9664 2.0619 1.3649
H8 3.5950 0.1055 -0.5766
H9 2.2857 -1.1361 -0.4860

Atomic partial charges in e from the Löwdin method, atoms 1 to 4: atom 1 (C): -0.0106, atom 2 (C): -0.1916, atom 3 (C): -0.5348, atom 4 (N): -0.0007